ORCA calculation (wB97M-V/def2-TZVPD) on C56H80Cl2KO7PS2 as an isolated structure.

Last column: Löwdin charge in e.
CARTESIAN COORDINATES (ANGSTROEM)
K  -0.152  0.249  0.705  0.8836
C  -3.525  2.058  0.214  -0.0566
O  -2.368  1.389  -0.266  -0.1976
C  -1.819  1.904  -1.436  -0.2176
C  -1.128  3.116  -1.436  -0.0934
C  -0.799  3.912  -0.171  -0.0695
C  0.696  4.076  0.010  -0.1312
C  1.400  5.069  -0.650  -0.0302
C  2.796  5.138  -0.674  -0.1970
C  3.473  4.092  -0.044  -0.0215
C  2.815  3.092  0.650  -0.1459
C  3.539  1.883  1.197  -0.0839
C  3.431  0.705  0.222  -0.0982
C  3.967  0.928  -1.050  0.0280
C  3.830  0.038  -2.099  -0.1600
C  3.110  -1.125  -1.856  0.0036
C  2.529  -1.387  -0.633  -0.1340
C  1.590  -2.573  -0.532  -0.0680
C  0.403  -2.581  -1.495  -0.1351
C  -0.130  -3.793  -1.890  -0.0320
C  -1.334  -3.915  -2.597  -0.2057
C  -2.035  -2.731  -2.826  -0.0315
C  -1.549  -1.484  -2.460  -0.1317
C  -2.489  -0.283  -2.555  -0.0679
C  -1.884  1.103  -2.580  -0.1315
C  -1.392  1.613  -3.774  0.0224
C  -0.804  2.870  -3.846  -0.1575
C  -0.659  3.580  -2.662  0.0222
C  -0.312  3.486  -5.157  -0.5487
C  1.185  3.807  -5.064  -0.0366
C  -0.530  2.555  -6.350  -0.0723
C  -1.082  4.789  -5.416  -0.0543
C  -0.241  -1.354  -1.893  -0.3732
O  0.292  -0.215  -1.706  -0.1327
C  -1.779  -5.276  -3.129  -0.5646
C  -1.932  -6.293  -1.989  -0.0607
C  -0.728  -5.804  -4.119  -0.0602
C  -3.118  -5.200  -3.864  -0.0808
C  2.762  -0.502  0.435  -0.2089
O  2.175  -0.867  1.635  -0.1839
C  2.877  -0.662  2.848  -0.0717
C  4.294  0.346  -3.519  -0.5486
C  3.066  0.317  -4.441  -0.0447
C  5.306  -0.708  -3.984  -0.0557
C  4.940  1.728  -3.626  -0.0684
C  1.397  3.127  0.825  -0.3658
O  0.810  2.330  1.633  -0.1791
C  3.499  6.299  -1.374  -0.5637
C  3.101  6.354  -2.855  -0.0619
C  5.022  6.173  -1.307  -0.0789
C  3.104  7.624  -0.707  -0.0610
H  -4.042  2.565  -0.604  0.1000
H  -3.266  2.788  0.984  0.0876
H  -4.182  1.303  0.648  0.0877
H  -1.191  3.402  0.707  0.0950
H  -1.282  4.893  -0.238  0.1215
H  0.826  5.826  -1.182  0.1041
H  4.557  4.040  -0.091  0.0976
H  3.112  1.646  2.165  0.0833
H  4.599  2.119  1.335  0.1187
H  4.446  1.885  -1.210  0.0967
H  2.887  -1.814  -2.664  0.1245
H  1.211  -2.652  0.491  0.0981
H  2.166  -3.490  -0.703  0.1195
H  0.421  -4.693  -1.620  0.1082
H  -3.011  -2.765  -3.304  0.0996
H  -3.179  -0.324  -1.706  0.1018
H  -3.103  -0.400  -3.455  0.1150
H  -1.466  0.982  -4.652  0.1119
H  -0.130  4.525  -2.670  0.0986
H  1.769  2.898  -4.927  0.0657
H  1.401  4.467  -4.225  0.0561
H  1.525  4.299  -5.982  0.0853
H  0.028  1.624  -6.237  0.0834
H  -0.183  3.047  -7.263  0.0780
H  -1.585  2.307  -6.480  0.0818
H  -0.916  5.511  -4.616  0.0757
H  -2.156  4.596  -5.476  0.0859
H  -0.757  5.242  -6.358  0.0762
H  -1.019  -6.374  -1.398  0.0745
H  -2.171  -7.285  -2.385  0.0757
H  -2.738  -5.992  -1.317  0.0669
H  0.241  -5.920  -3.632  0.0745
H  -0.601  -5.104  -4.946  0.0861
H  -1.027  -6.777  -4.526  0.0729
H  -3.915  -4.850  -3.204  0.0797
H  -3.395  -6.193  -4.230  0.0761
H  -3.066  -4.525  -4.720  0.0810
H  3.940  -0.498  2.661  0.1015
H  2.751  -1.566  3.447  0.0664
H  2.461  0.185  3.395  0.0960
H  2.604  -0.670  -4.463  0.0798
H  3.347  0.590  -5.464  0.0815
H  2.305  1.010  -4.079  0.0781
H  4.869  -1.708  -3.960  0.0751
H  6.186  -0.711  -3.336  0.0833
H  5.631  -0.501  -5.008  0.0758
H  4.241  2.517  -3.338  0.0800
H  5.249  1.908  -4.659  0.0787
H  5.824  1.810  -2.989  0.0830
H  3.390  5.431  -3.363  0.0753
H  3.590  7.195  -3.360  0.0764
H  2.022  6.474  -2.971  0.0677
H  5.370  5.264  -1.803  0.0777
H  5.375  6.153  -0.274  0.0818
H  5.485  7.028  -1.808  0.0757
H  2.025  7.776  -0.748  0.0732
H  3.589  8.472  -1.205  0.0727
H  3.397  7.624  0.345  0.0855
Cl  -0.119  -2.609  3.594  0.6340
C  0.877  -3.885  4.266  -1.0062
Cl  1.440  -5.039  3.029  0.5020
H  0.293  -4.437  4.993  -0.0023
H  1.755  -3.446  4.726  0.0172
C  -0.031  -2.625  7.540  -0.0766
C  -1.388  -3.172  7.957  -0.4776
C  -2.118  -3.866  6.816  -0.0761
O  -2.165  -2.167  8.610  -0.3503
P  -3.027  -0.939  7.953  -0.2475
S  -3.179  0.389  9.399  0.1200
S  -2.425  -0.423  6.163  0.1784
O  -4.465  -1.693  7.732  -0.3615
C  -5.257  -2.076  8.859  -0.5353
C  -5.522  -3.569  8.774  -0.0595
C  -6.533  -1.254  8.838  -0.0662
H  0.614  -3.450  7.221  0.0648
H  0.443  -2.124  8.385  0.0819
H  -0.140  -1.907  6.729  0.0257
H  -1.225  -3.906  8.754  0.1306
H  -2.286  -3.175  5.990  0.0289
H  -3.082  -4.249  7.149  0.0600
H  -1.520  -4.713  6.466  0.0676
H  -4.708  -1.849  9.777  0.0898
H  -6.019  -3.813  7.833  0.0810
H  -6.160  -3.892  9.601  0.0723
H  -4.585  -4.123  8.825  0.0614
H  -7.071  -1.425  7.902  0.0789
H  -6.281  -0.197  8.911  0.0622
H  -7.184  -1.524  9.675  0.0719
C  -3.934  -2.554  0.375  0.0065
C  -2.506  -2.798  0.800  -0.4666
C  -2.085  -4.195  1.171  -0.0237
O  -1.724  -1.877  0.866  -0.0184
H  -4.531  -3.464  0.358  0.0731
H  -3.912  -2.114  -0.623  0.0704
H  -4.383  -1.832  1.058  0.0898
H  -2.661  -4.949  0.638  0.0583
H  -2.259  -4.321  2.244  0.0802
H  -1.021  -4.317  0.977  0.0652

Cartesian forces, eV/Å:
K -0.109 -0.107 0.335
C 0.048 -0.020 -0.036
O 0.079 0.057 -0.023
C 0.032 -0.004 -0.102
C 0.014 0.019 -0.017
C -0.021 -0.019 0.006
C 0.050 0.014 -0.015
C -0.002 -0.003 -0.021
C -0.015 0.011 0.003
C 0.016 0.003 -0.015
C -0.010 0.022 0.010
C 0.004 -0.026 0.000
C 0.006 -0.004 -0.008
C -0.016 0.020 0.015
C -0.013 -0.006 -0.010
C -0.048 0.035 -0.012
C 0.062 -0.076 0.003
C 0.005 -0.004 0.042
C -0.022 0.030 -0.075
C 0.006 -0.031 0.010
C 0.044 0.035 -0.002
C -0.020 0.001 0.011
C 0.012 0.001 -0.005
C -0.003 0.017 0.001
C -0.039 0.004 -0.020
C -0.029 0.018 0.002
C 0.031 -0.030 -0.031
C 0.016 0.000 0.046
C 0.005 -0.005 0.031
C 0.002 0.022 0.001
C 0.005 -0.020 -0.010
C -0.022 0.005 -0.020
C -0.006 0.024 -0.061
O 0.018 0.036 0.140
C -0.002 -0.020 0.008
C -0.012 -0.020 -0.001
C 0.008 -0.010 0.000
C -0.025 -0.003 -0.005
C 0.090 -0.053 -0.116
O -0.066 0.163 -0.024
C 0.002 -0.070 -0.064
C 0.000 -0.010 0.008
C -0.003 -0.003 -0.028
C 0.006 -0.003 0.008
C 0.006 0.024 -0.013
C 0.064 0.035 0.025
O -0.097 -0.045 -0.183
C 0.007 -0.010 0.014
C -0.007 0.005 -0.008
C 0.014 -0.001 -0.003
C 0.002 0.016 0.001
H -0.022 -0.012 0.004
H -0.008 0.025 -0.011
H -0.001 0.009 0.023
H -0.001 0.003 0.003
H -0.004 0.001 0.011
H 0.008 0.007 0.004
H -0.001 0.002 0.001
H -0.008 -0.005 0.002
H 0.001 0.003 0.018
H 0.002 -0.004 -0.004
H 0.013 -0.004 -0.004
H -0.010 0.051 -0.004
H -0.007 -0.009 0.016
H -0.006 -0.010 0.005
H 0.002 0.000 0.003
H 0.003 -0.009 -0.002
H 0.001 -0.003 -0.001
H 0.006 0.001 0.004
H -0.012 0.004 -0.010
H 0.003 -0.022 -0.001
H -0.011 0.002 -0.003
H -0.001 0.002 0.002
H 0.002 0.002 0.013
H 0.003 -0.003 -0.004
H -0.001 0.014 -0.004
H 0.006 -0.006 0.005
H 0.002 -0.004 -0.006
H -0.003 0.005 0.003
H 0.009 0.006 0.001
H 0.005 0.003 0.000
H -0.001 0.004 -0.014
H 0.001 -0.002 0.002
H -0.007 0.008 0.001
H 0.000 0.003 0.005
H 0.003 0.002 0.002
H -0.001 0.000 0.003
H 0.009 0.000 -0.001
H 0.006 0.009 0.014
H 0.020 0.000 0.008
H 0.002 -0.002 0.011
H 0.013 -0.006 -0.023
H -0.003 0.014 0.004
H -0.015 -0.003 0.026
H -0.004 0.001 0.005
H 0.003 0.012 -0.003
H -0.005 -0.009 -0.003
H -0.002 -0.008 0.003
H 0.000 0.003 0.000
H 0.004 -0.007 -0.004
H 0.009 -0.001 0.008
H -0.002 0.003 0.001
H 0.002 0.003 0.000
H -0.007 -0.001 -0.002
H -0.003 0.004 0.001
H 0.000 0.001 0.000
H -0.001 -0.001 -0.006
H -0.003 0.003 0.003
H 0.006 -0.007 0.000
Cl -0.008 0.008 0.017
C 0.004 0.007 0.039
Cl 0.002 -0.004 -0.012
H -0.002 0.002 -0.012
H -0.003 0.013 -0.001
C 0.025 0.000 -0.007
C -0.051 -0.019 0.001
C 0.015 -0.006 -0.043
O 0.098 0.022 0.085
P -0.092 -0.018 -0.025
S -0.008 0.008 0.046
S 0.026 -0.006 0.002
O -0.046 -0.046 -0.031
C 0.020 0.022 0.039
C -0.011 -0.009 0.003
C -0.014 0.015 -0.005
H 0.009 0.006 0.011
H -0.004 0.001 0.004
H -0.015 -0.001 -0.016
H -0.003 -0.018 -0.011
H 0.008 0.000 0.006
H -0.016 0.009 -0.001
H 0.009 -0.007 0.015
H -0.003 -0.007 -0.016
H 0.001 0.006 -0.005
H 0.002 0.009 -0.009
H 0.010 -0.004 0.009
H -0.002 -0.003 0.000
H 0.010 -0.002 -0.003
H 0.006 -0.007 0.001
C -0.019 0.007 0.006
C 0.129 -0.029 -0.057
C -0.017 -0.010 -0.018
O -0.130 -0.022 0.068
H 0.002 -0.001 0.012
H 0.002 -0.015 0.004
H 0.000 0.014 -0.010
H 0.009 0.012 -0.005
H -0.010 -0.007 0.000
H 0.011 -0.001 0.019

Results
LUMO energy (hartree): 0.1295
Kohn-Sham gap (eV): 5.754
Largest force on an atom (eV/A): 0.4
HOMO (eV): -2.23
Energy above the lowest of the compared OMol25 structures with the same formula, charge and spin (eV): 0.645
Charge: -2
Multiplicity: 1